This record from the OMol25 dataset describes a molecular structure, C20H20N9O4PdS2. The level of theory is wB97M-V/def2-TZVPD.

XYZ file:
```
56
Properties=species:S:1:pos:R:3
Pd -2.1887 -0.3160 0.3281
N -3.8312 -2.7970 3.3265
C -3.4789 -1.8380 4.2694
C -3.6338 -1.7920 5.6495
C -3.1683 -0.6542 6.2766
C -2.5761 0.3975 5.5581
C -2.4275 0.3457 4.1888
C -2.8885 -0.8001 3.5451
N -2.8968 -1.1393 2.1993
C -3.4633 -2.3273 2.1191
C -3.6256 -2.9682 0.8203
C -4.2107 -4.1473 0.4799
S -4.1530 -4.3563 -1.2136
C -3.3291 -2.8817 -1.3696
N -3.1188 -2.2568 -0.2453
H -4.2963 -3.6696 3.5118
H -4.0947 -2.5973 6.2042
H -3.2667 -0.5652 7.3494
H -2.2356 1.2707 6.0971
H -1.9846 1.1645 3.6377
H -4.6790 -4.8788 1.1168
H -3.0389 -2.4893 -2.3330
N -6.1159 3.1851 -2.1701
C -4.9789 3.0107 -2.0819
N -3.6654 2.8649 -2.0238
C -3.0436 2.1297 -1.2353
N -2.3340 1.5203 -0.5003
C 7.1646 2.2717 -3.2184
C 5.7486 1.7144 -3.2443
S 4.6997 2.6745 -2.1747
O 5.1910 2.5678 -0.8232
O 4.4765 3.9599 -2.7709
C 3.1222 1.8145 -2.1972
C 3.1102 0.6698 -1.2010
N 1.8039 -0.0007 -1.1838
C 0.7822 0.2831 -0.3496
N -0.2556 -0.5115 -0.6002
C 0.0949 -1.3372 -1.6230
C 1.3644 -1.0267 -1.9924
N 2.1117 -1.6270 -3.0608
O 1.6090 -2.5988 -3.5779
O 3.1666 -1.1111 -3.3794
C 0.7703 1.3588 0.6742
H 7.8003 1.6582 -3.8542
H 7.5688 2.2585 -2.2078
H 7.1851 3.2934 -3.5931
H 5.7122 0.6813 -2.8943
H 5.3069 1.7671 -4.2396
H 2.9196 1.4750 -3.2122
H 2.3941 2.5844 -1.9356
H 3.3075 1.0337 -0.1977
H 3.8643 -0.0766 -1.4321
H -0.5469 -2.0927 -2.0361
H 1.7697 1.6926 0.9394
H 0.2811 0.9968 1.5786
H 0.2010 2.2122 0.3030
```

Properties
E_HOMO (spin up / spin down): -11.7265 / -11.6153 eV
charge: +1
multiplicity: 3
molar mass: 621.0 g/mol